A structure of composition C72H68BaClIN4O5PSb2 in a non-equilibrium geometry. Source: the Open Molecules 2025 dataset; level of theory: ωB97M-V with the def2-TZVPD basis set.

Its relative energy (zero: lowest compared OMol25 entry of this formula, charge and spin) is 409.98 kJ/mol. The total charge is +1. The spin multiplicity is 1. The value obtained for the LUMO energy is -2.9957 eV. The value obtained for the orbital gap is 6.282 eV. The HOMO energy is -9.278 eV.

```
155
Properties=species:S:1:pos:R:3:forces:R:3
Ba -0.698243 -1.794407 0.880119 1.94 2.38 5.34
O -4.588643 -3.860007 2.985419 -0.43 -0.23 -0.05
C -3.514443 -3.460807 2.325219 0.28 0.28 0.70
O -2.564443 -2.926507 2.861019 0.01 0.03 -0.16
C -3.564343 -3.708907 0.867719 -0.61 -0.54 -0.29
C -4.559743 -4.461107 0.260419 0.22 0.20 0.23
C -4.476243 -4.666707 -1.111681 0.17 0.15 -0.07
C -3.431543 -4.091507 -1.807681 0.16 -0.07 0.10
C -2.499543 -3.321607 -1.108981 -0.33 -0.36 -0.70
N -2.558143 -3.151807 0.195219 -1.99 -1.15 -0.45
C -1.419543 -2.550007 -1.852981 -0.52 -1.56 -1.96
O -1.141043 -2.913907 -2.984981 0.17 -0.34 0.47
O -0.955443 -1.555607 -1.235581 0.10 1.43 -2.63
H -4.515543 -3.679707 3.937419 0.25 0.07 -0.18
H -5.370443 -4.862707 0.847219 -0.02 -0.05 0.04
H -5.225543 -5.250007 -1.623281 -0.07 -0.05 -0.05
H -3.304043 -4.198407 -2.872281 -0.02 -0.01 -0.13
C -1.682843 2.587993 -1.101881 -0.19 -0.02 0.48
C -1.641943 2.502793 -2.630881 -0.23 0.03 -0.16
C -0.961643 1.238393 -3.147481 -0.23 -0.44 -0.30
Sb -2.234443 -0.271507 -4.126481 -0.33 1.03 -0.34
C -4.035843 0.103693 -2.945481 0.52 -0.06 -0.40
C -5.077443 0.911693 -3.379281 -0.02 0.12 -0.08
C -6.244243 1.018493 -2.637881 -0.15 -0.05 0.03
C -6.392243 0.308893 -1.457081 -0.04 -0.12 -0.02
C -5.359843 -0.502307 -1.015781 -0.07 -0.19 -0.01
C -4.193043 -0.591907 -1.756381 -0.18 -0.21 0.10
C -2.951143 1.010093 -5.740181 0.35 -0.45 0.40
C -2.372243 2.213593 -6.105281 0.13 0.11 0.12
C -2.866643 2.941893 -7.176281 0.03 0.16 -0.08
C -3.949543 2.471893 -7.898681 0.02 0.07 -0.05
C -4.521043 1.257193 -7.559081 -0.14 -0.05 -0.07
C -4.015143 0.531593 -6.495081 -0.08 -0.16 0.02
Sb -3.769043 2.498793 -0.425581 0.17 0.75 0.17
C -3.042843 3.624293 2.790019 0.57 0.76 0.36
C -2.925743 2.511793 4.814619 0.22 -0.04 0.15
C -2.981943 3.493193 5.729919 -0.03 -0.17 0.11
C -2.451443 4.802793 5.522619 0.21 0.20 -0.01
C -2.388443 5.441893 4.322319 0.13 0.11 0.24
C -2.968943 4.941993 3.117719 0.03 -0.33 -0.36
C -4.032543 4.452893 -1.315381 0.02 -0.58 0.34
C -4.756043 4.534193 -2.494681 -0.09 -0.12 0.02
C -4.795043 5.717693 -3.210881 -0.05 0.13 -0.17
C -4.121343 6.832993 -2.742181 -0.01 0.00 -0.09
C -3.416643 6.762193 -1.551081 0.09 0.15 0.06
C -3.363043 5.571593 -0.847181 0.05 0.08 0.15
H -1.236943 3.519893 -0.765581 -0.07 -0.11 0.10
H -1.139143 1.755593 -0.652181 0.09 0.09 0.05
H -1.110043 3.379693 -3.014781 -0.14 -0.01 0.04
H -2.655343 2.562393 -3.044381 0.00 0.17 -0.11
H -0.454143 0.709493 -2.343881 0.07 -0.10 -0.02
H -0.203943 1.470493 -3.895581 0.06 0.00 -0.07
H -4.985343 1.444993 -4.316281 -0.05 0.08 0.02
H -7.053543 1.638193 -2.997981 -0.06 0.08 -0.01
H -7.311143 0.381393 -0.894381 -0.07 0.01 0.07
H -5.464943 -1.068507 -0.099481 -0.01 -0.01 0.10
H -3.388443 -1.222507 -1.415981 -0.03 0.08 0.15
H -1.523643 2.593993 -5.554081 0.07 0.10 0.06
H -2.404843 3.880393 -7.449881 0.03 0.06 0.00
H -4.337943 3.042893 -8.729981 -0.02 0.03 -0.04
H -5.359943 0.877093 -8.125981 -0.03 -0.04 -0.02
H -4.460443 -0.423307 -6.239881 -0.09 -0.05 -0.04
H -3.445743 1.576793 4.953819 -0.01 -0.12 0.11
H -3.465443 3.304393 6.680219 -0.03 -0.05 0.04
H -2.206443 5.368393 6.412019 0.09 0.10 0.02
H -2.069643 6.476293 4.324619 -0.05 0.11 0.05
H -3.484443 5.674093 2.510719 -0.19 0.03 -0.13
H -5.279343 3.660093 -2.859181 -0.06 0.00 -0.09
H -5.345343 5.767793 -4.139481 -0.04 0.01 -0.07
H -4.132443 7.749793 -3.313581 -0.04 0.08 0.01
H -2.899443 7.635593 -1.179881 0.06 0.06 0.03
H -2.794143 5.505993 0.072819 0.09 0.08 0.06
I 2.143257 -1.870207 3.023219 0.13 0.26 0.72
C 2.069857 -0.815207 4.895119 0.15 -0.52 -0.25
C 2.659157 -1.522807 5.916919 -0.20 -0.09 -0.47
C 2.954957 -0.918607 7.141519 -0.05 0.32 0.13
C 2.685757 0.408093 7.297719 0.04 -0.23 -0.03
C 2.058257 1.146993 6.274519 -0.09 -0.10 -0.17
C 1.871857 2.528293 6.489319 -0.03 0.26 -0.27
C 1.433357 3.330893 5.479419 0.14 -0.07 0.40
C 1.021757 2.743493 4.281819 0.09 -0.33 -0.01
C 1.022857 1.378793 4.068319 -0.27 0.36 -0.29
P 0.021357 0.875693 2.565619 0.43 0.62 0.43
C -1.701143 1.444993 2.887919 -0.02 -0.23 0.05
C -2.117143 2.713993 3.567219 -0.25 0.18 -0.06
C -4.081543 3.103493 1.900019 -0.02 0.06 -1.27
C -4.697443 1.838593 2.277419 0.07 -0.56 0.04
C -4.059343 0.689193 2.570919 -0.70 0.05 0.15
C -2.636943 0.523293 2.573319 0.82 -0.22 -0.23
C 0.773757 2.133093 1.456419 -0.25 -0.13 -0.09
C 2.003657 1.812993 0.884119 -0.01 -0.11 -0.03
C 2.694157 2.749993 0.135519 0.05 0.04 -0.06
C 2.173857 4.023393 -0.035581 0.02 0.04 0.00
C 0.944657 4.341293 0.512919 -0.10 0.06 0.05
C 0.237357 3.399293 1.241719 0.12 -0.22 -0.01
C 1.675057 0.538593 5.028019 -0.05 0.24 0.29
H 2.935557 -2.555907 5.773319 0.05 -0.06 -0.12
H 3.442557 -1.486507 7.917519 0.02 -0.07 0.08
H 2.983557 0.936493 8.191519 -0.04 -0.01 0.12
H 2.140357 2.938693 7.451319 0.07 0.04 0.08
H 1.374557 4.401393 5.598319 -0.03 0.11 0.04
H 0.698957 3.403793 3.492219 -0.09 -0.01 0.10
H -1.245143 3.305193 3.858519 -0.16 -0.06 -0.12
H -4.846243 3.864693 1.735919 0.08 -0.05 -0.01
H -5.776243 1.803093 2.209119 -0.14 -0.05 -0.01
H -4.654143 -0.199207 2.742519 -0.07 -0.07 -0.03
H -2.287043 -0.468507 2.283719 -0.36 0.28 0.29
H 2.438857 0.830393 1.038119 -0.01 0.00 0.05
H 3.645757 2.499993 -0.309981 0.08 -0.07 0.00
H 2.723757 4.767493 -0.592081 0.05 0.03 -0.07
H 0.526657 5.327893 0.379619 -0.04 0.12 -0.06
H -0.737343 3.645793 1.636819 -0.09 0.12 0.06
C 6.844257 -4.858207 -1.778681 -0.15 0.14 -0.13
C 5.714457 -4.454907 -2.725881 -0.02 -0.12 -0.04
C 5.261457 -5.700707 -3.506381 0.00 0.14 0.07
C 6.302457 -3.470007 -3.749181 -0.17 -0.02 0.30
C 4.481957 -3.828007 -1.970581 0.23 -0.04 0.35
O 3.451557 -3.567807 -2.916981 -0.32 -0.01 -0.27
C 4.767457 -2.485507 -1.233381 -0.14 -0.10 0.11
C 5.009357 -2.458307 0.287419 0.14 0.07 -0.18
C 6.408857 -2.800307 0.717019 -0.04 0.03 0.22
C 7.479057 -2.002307 0.321819 -0.08 -0.11 0.08
C 8.775057 -2.312807 0.687919 0.03 -0.02 0.00
C 9.010657 -3.428907 1.476319 -0.22 -0.01 -0.04
Cl 10.629657 -3.830907 1.924819 0.13 -0.04 0.05
C 7.955957 -4.215007 1.911719 0.18 -0.01 -0.01
C 6.663857 -3.895107 1.532219 0.00 0.16 -0.09
C 3.871957 -4.896307 -1.046481 0.66 -0.16 -0.83
N 2.677557 -4.506207 -0.344481 -0.54 0.44 0.03
C 1.668657 -3.695407 -0.654781 0.11 0.05 -0.25
N 0.761257 -3.729207 0.309419 0.48 -1.02 -0.49
C 1.267057 -4.621107 1.188819 0.18 -0.17 -0.05
N 2.424257 -5.100607 0.824419 0.24 -0.62 0.72
H 7.633557 -5.328807 -2.358981 0.12 -0.08 -0.06
H 6.518057 -5.572207 -1.028981 0.01 -0.12 0.13
H 7.265357 -3.994307 -1.276781 0.13 0.03 0.07
H 6.019157 -5.961907 -4.239781 0.11 -0.06 -0.06
H 4.328657 -5.518207 -4.034681 -0.05 -0.05 -0.05
H 5.138557 -6.559907 -2.852981 -0.04 -0.15 0.05
H 7.120557 -3.962207 -4.268681 0.04 -0.03 -0.08
H 6.712857 -2.581807 -3.277281 0.04 0.14 0.00
H 5.578957 -3.169307 -4.504481 -0.06 0.06 -0.16
H 3.811157 -3.037607 -3.635981 -0.02 0.04 0.00
H 3.881857 -1.869307 -1.418581 0.11 -0.02 -0.05
H 5.605057 -1.986407 -1.718281 -0.05 0.09 -0.05
H 4.300057 -3.097407 0.812519 -0.01 0.03 0.07
H 4.807557 -1.430607 0.607319 -0.09 -0.07 0.05
H 7.299457 -1.125907 -0.284581 -0.01 0.10 -0.09
H 9.598957 -1.696607 0.365519 0.11 0.06 -0.01
H 8.146657 -5.071207 2.538119 0.05 -0.10 0.08
H 5.843757 -4.506307 1.881719 -0.11 -0.09 0.02
H 4.582957 -5.211307 -0.284581 -0.08 0.04 -0.05
H 3.609957 -5.755107 -1.667581 0.08 0.03 0.15
H 1.595457 -3.128507 -1.561181 0.10 0.11 -0.25
H 0.770257 -4.916307 2.092019 -0.02 -0.06 0.22
```
Positions in Å, forces in eV/Å.